{"formula": "C28H52N2O2Si2Sm", "method": "wB97M-V/def2-TZVPD", "symbols": ["O", "O", "C", "C", "H", "H", "H", "H", "H", "C", "C", "H", "H", "H", "H", "H", "C", "C", "C", "H", "H", "H", "H", "H", "C", "H", "H", "H", "H", "H", "H", "Sm", "C", "Si", "H", "H", "C", "C", "C", "C", "Si", "H", "H", "C", "C", "C", "H", "H", "H", "H", "H", "H", "H", "H", "H", "H", "H", "H", "H", "H", "H", "H", "H", "H", "C", "C", "C", "C", "C", "C", "N", "N", "C", "C", "C", "C", "C", "C", "H", "H", "H", "H", "H", "H", "H", "H", "H"], "xyz": [[-0.44581, -0.88064, -2.40025], [0.66381, 0.90068, -3.65239], [0.21322, -2.17797, -2.63002], [-0.58661, -3.29877, -2.02227], [1.20632, -2.09465, -2.16934], [0.34217, -2.29285, -3.71412], [-0.73386, -3.17779, -0.94427], [-0.04761, -4.23798, -2.17855], [-1.56466, -3.40132, -2.50247], [-1.80110, -0.75792, -2.95355], [-1.85819, -0.96290, -4.43948], [-2.13220, 0.24532, -2.66614], [-2.41529, -1.48065, -2.40832], [-1.14278, -0.32508, -4.97445], [-2.85770, -0.69510, -4.80321], [-1.68327, -2.01254, -4.70262], [0.20165, 2.31390, -3.39174], [2.03958, 0.69775, -4.17853], [-0.74025, 2.70692, -4.48970], [1.10445, 2.93319, -3.36644], [-0.27005, 2.28636, -2.40364], [-0.24601, 2.66682, -5.46711], [-1.08447, 3.73226, -4.33448], [-1.62727, 2.06281, -4.51425], [2.00380, 0.91584, -5.66529], [2.30367, -0.32625, -3.90754], [2.69742, 1.40565, -3.65990], [1.18822, 0.35153, -6.13279], [2.93454, 0.57419, -6.12225], [1.87970, 1.97558, -5.90661], [0.25641, 0.12970, -2.99120], [-0.11723, 0.10146, 1.43609], [1.66257, 0.28414, -0.29583], [3.42605, 0.67119, 0.18042], [1.64285, -0.69701, -0.81102], [1.25757, 1.01671, -1.00962], [4.62610, -0.41906, -0.79217], [3.78170, 0.41526, 2.01082], [3.82370, 2.46369, -0.24134], [-2.08611, -1.15319, 0.93688], [-3.49788, 0.04523, 0.91803], [-2.18299, -1.97910, 1.66511], [-1.94036, -1.64434, -0.05234], [-4.80789, -0.50520, -0.31546], [-2.77877, 1.68974, 0.30394], [-4.33756, 0.36238, 2.55892], [3.25472, 2.79851, -1.11979], [4.89428, 2.57805, -0.46342], [3.57669, 3.13388, 0.59330], [4.39327, -1.48440, -0.65275], [5.66501, -0.25989, -0.47169], [4.56738, -0.21208, -1.87056], [3.24843, -0.44618, 2.43512], [3.52104, 1.30306, 2.60212], [4.86293, 0.23618, 2.13709], [-3.17445, 1.84386, -0.70795], [-1.67742, 1.81018, 0.22978], [-3.15996, 2.49625, 0.94215], [-5.22258, 0.99400, 2.38722], [-3.68015, 0.88656, 3.26492], [-4.68085, -0.56160, 3.04414], [-5.75954, 0.00494, -0.11516], [-4.99143, -1.58727, -0.26517], [-4.50215, -0.26816, -1.34293], [-0.96780, 3.30577, 6.33736], [-0.94411, 3.47394, 4.94116], [-0.64055, 2.40214, 4.09593], [-0.38258, 1.12645, 4.67061], [-0.43687, 0.94595, 6.06387], [-0.71675, 2.03794, 6.88913], [-0.06815, 0.05038, 3.81991], [0.18629, -1.09538, 4.44516], [0.63040, -2.13936, 3.62878], [0.76427, -3.42482, 4.24435], [1.08496, -4.53684, 3.47929], [1.29488, -4.39226, 2.10335], [1.20302, -3.11690, 1.50102], [0.88577, -1.99533, 2.24776], [-1.18015, 4.15640, 6.98903], [-1.15893, 4.45228, 4.51100], [-0.58939, 2.52221, 2.99936], [-0.25488, -0.04725, 6.47274], [-0.73937, 1.89452, 7.96801], [0.56299, -3.49938, 5.31119], [1.16658, -5.52364, 3.94063], [1.51522, -5.26831, 1.48715], [1.38027, -3.02242, 0.42731]], "atomic_forces_ev_per_a": [[0.157, 0.176, -0.448], [0.302, 0.873, 0.203], [-0.194, 0.417, 0.002], [-0.062, -0.392, -0.017], [-0.347, 0.121, -0.088], [-0.011, -0.115, 0.186], [0.089, 0.103, -0.200], [-0.061, 0.082, -0.004], [0.147, -0.075, 0.080], [0.254, -0.230, 0.672], [-0.134, -0.128, -0.514], [0.136, -0.113, 0.038], [-0.060, 0.242, -0.146], [-0.122, -0.213, 0.139], [0.146, -0.107, 0.107], [-0.018, 0.239, -0.054], [0.367, -0.842, -0.082], [-0.414, 0.133, 0.210], [-0.298, 0.126, -0.349], [-0.172, -0.184, 0.115], [0.183, 0.013, -0.185], [-0.159, 0.001, 0.230], [0.051, -0.051, 0.050], [0.209, 0.102, 0.019], [0.006, 0.046, -0.395], [-0.066, 0.160, 0.067], [-0.143, -0.290, 0.004], [0.147, 0.081, 0.156], [0.017, 0.078, 0.104], [0.043, -0.160, -0.015], [-0.050, -0.251, 0.132], [0.597, -0.591, -0.777], [-0.101, -0.132, 0.087], [-0.192, -0.172, -0.309], [-0.054, 0.266, 0.287], [0.129, 0.122, -0.107], [0.001, -0.112, 0.003], [0.187, -0.071, 0.099], [0.050, 0.168, 0.025], [-0.010, -0.281, -0.035], [0.187, -1.235, -0.251], [-0.035, 0.279, -0.119], [-0.193, 0.377, 0.366], [-0.281, 0.206, -0.076], [-0.113, 0.461, -0.082], [-0.004, 0.055, 0.194], [0.145, -0.027, 0.111], [-0.244, 0.064, 0.083], [0.065, -0.065, -0.199], [0.059, 0.179, 0.010], [-0.195, -0.039, -0.097], [0.027, 0.000, 0.181], [0.116, 0.107, -0.122], [0.031, -0.126, -0.054], [-0.338, 0.093, 0.091], [0.166, 0.193, 0.104], [-0.427, 0.024, -0.022], [0.170, 0.081, -0.235], [0.230, -0.100, 0.099], [-0.118, -0.066, -0.039], [0.107, 0.179, -0.166], [0.097, -0.082, -0.201], [0.103, 0.264, 0.097], [-0.100, -0.045, 0.099], [0.085, -0.409, -0.414], [0.056, -0.094, 0.112], [0.149, -0.970, 0.616], [-0.401, 0.692, 0.720], [-0.137, 0.654, -0.001], [-0.009, 0.061, -0.456], [1.075, -3.110, 2.051], [-0.344, 2.577, -1.863], [0.129, -1.500, -0.256], [-0.281, 0.943, 0.055], [0.035, 0.042, -0.038], [-0.046, 0.516, -0.285], [0.141, -0.901, 0.563], [-0.505, 1.186, -0.156], [0.051, -0.300, -0.269], [0.094, -0.244, 0.125], [-0.080, 0.156, 0.561], [-0.036, 0.401, -0.086], [-0.013, 0.079, -0.238], [0.088, -0.120, -0.147], [-0.048, 0.372, -0.110], [-0.009, 0.237, 0.255], [0.001, -0.080, 0.197]], "largest_force_ev_per_a": 3.88, "charge": 1, "multiplicity": 6, "orbital_gap_ev": [6.561, 6.507]}